(1)
{"formula": "C4H10N2O2", "method": "ωB97M-V with the def2-TZVPD basis set", "fmax_ev_per_a": 2.4, "lumo_ev": 0.82, "charge": 0, "smiles": "CC(N)=O.CC(N)=O", "elements": ["C", "C", "N", "O", "H", "H", "H", "H", "H", "C", "C", "N", "O", "H", "H", "H", "H", "H"], "positions_angstrom": [[0.409, 2.736, -0.025], [-0.872, 1.988, -0.247], [-1.066, 1.636, -1.583], [-1.692, 1.650, 0.581], [0.681, 3.313, -0.891], [1.206, 2.056, 0.355], [0.505, 3.290, 0.922], [-1.951, 1.174, -1.741], [-0.388, 1.185, -2.190], [1.185, -2.763, 0.989], [0.421, -1.810, 0.034], [-0.879, -1.590, 0.283], [1.009, -1.216, -0.861], [1.813, -3.329, 0.298], [0.541, -3.347, 1.614], [1.804, -2.038, 1.518], [-1.421, -0.842, -0.096], [-1.305, -2.095, 1.040]], "atomic_forces_ev_per_a": [[0.951, -0.482, 2.012], [0.352, -0.953, -0.763], [-0.731, -0.325, -0.426], [0.116, 0.527, 0.265], [0.388, 0.092, -0.100], [-0.291, -0.403, -1.414], [-1.232, 0.679, -0.513], [-0.110, 0.087, 0.319], [0.594, 0.617, 0.582], [-0.241, 1.473, -1.894], [0.694, 0.442, -0.312], [-0.653, -0.952, 1.007], [-0.011, -0.248, 0.259], [0.011, -0.268, 0.521], [-0.072, -0.357, 0.391], [0.123, -0.449, 0.417], [0.172, 0.414, -0.378], [-0.060, 0.107, 0.027]]}

---

(2)
{"formula": "C3H5N3", "method": "ωB97M-V with the def2-TZVPD basis set", "fmax_ev_per_a": 0.7, "lumo_ev": 0.84, "charge": 0, "elements": ["C", "N", "C", "C", "N", "N", "H", "H", "H", "H", "H"], "positions_angstrom": [[1.174, -1.245, -0.599], [0.562, 0.022, -0.127], [-0.914, -0.067, 0.063], [-1.380, 0.965, 0.729], [-1.547, 1.953, 1.423], [1.206, 1.021, 0.102], [2.152, -0.967, -0.987], [1.277, -1.925, 0.251], [0.554, -1.705, -1.374], [-1.486, -0.875, -0.373], [-1.598, 2.823, 0.893]], "atomic_forces_ev_per_a": [[0.125, -0.143, -0.063], [0.341, 0.477, 0.128], [-0.089, 0.125, 0.083], [0.043, 0.448, 0.284], [-0.039, -0.578, -0.407], [-0.219, -0.523, -0.214], [-0.116, -0.142, 0.044], [-0.062, 0.054, -0.131], [0.068, 0.063, 0.107], [0.126, 0.191, 0.091], [-0.179, 0.026, 0.078]]}

---

(3)
{"formula": "C8H15ClI2N2OPTi", "method": "ωB97M-V with the def2-TZVPD basis set", "fmax_ev_per_a": 5.3, "lumo_ev": -13.60, "charge": 3, "elements": ["I", "I", "Ti", "P", "C", "C", "H", "H", "H", "C", "H", "H", "H", "H", "H", "H", "C", "O", "Cl", "C", "C", "N", "C", "C", "N", "H", "H", "H", "H", "H", "H"], "positions_angstrom": [[1.952, -3.654, -1.322], [-0.811, -3.470, -0.360], [0.508, -0.911, -0.012], [-0.047, 0.543, -2.188], [-1.636, 0.779, -3.070], [0.824, 2.110, -2.534], [1.864, -0.803, -2.782], [0.846, -0.309, -4.194], [0.328, -1.669, -3.132], [0.834, -0.689, -3.160], [1.834, 2.063, -2.093], [0.889, 2.245, -3.632], [-1.458, 1.047, -4.142], [-2.234, 1.601, -2.618], [0.264, 2.953, -2.091], [-2.242, -0.148, -3.053], [-1.757, -0.034, -0.130], [-2.912, 0.049, -0.051], [2.486, 0.091, 0.035], [0.019, 1.758, 3.074], [0.038, 0.272, 3.064], [0.080, -0.656, 2.064], [0.039, -1.901, 2.682], [0.046, -1.763, 4.005], [0.037, -0.397, 4.247], [-0.892, 2.060, 3.626], [0.941, 2.084, 3.592], [-0.002, 2.003, 2.013], [0.024, -2.835, 2.183], [0.084, -2.469, 4.799], [0.053, 0.048, 5.181]], "atomic_forces_ev_per_a": [[-1.837, 0.300, 0.991], [1.759, 0.078, -1.041], [-0.220, 1.864, 0.633], [0.797, 0.536, -1.672], [-0.937, -0.215, 0.381], [0.255, 0.153, 0.898], [-0.351, 0.127, -0.371], [0.098, -0.259, 0.184], [0.130, 0.378, -0.216], [0.278, -0.521, -0.047], [-0.377, 0.184, -0.285], [-0.131, -0.226, 0.480], [0.287, -0.219, 0.871], [0.396, -0.483, -0.214], [0.303, -0.316, -0.225], [0.239, 0.451, -0.036], [-4.934, -0.591, 1.357], [5.222, -0.046, -0.563], [-1.531, -0.746, -0.081], [0.098, -0.996, -0.387], [0.258, -1.078, 1.525], [-0.135, 0.509, -0.767], [0.388, -0.487, 0.011], [0.041, 1.183, 0.889], [0.001, 0.060, -0.755], [0.536, 0.252, -0.473], [-0.552, 0.270, -0.444], [0.004, 0.953, 0.240], [0.109, -0.337, -0.367], [-0.120, -0.443, 0.326], [-0.077, -0.334, -0.840]]}

---

(4)
{"formula": "C6H8", "method": "ωB97M-V with the def2-TZVPD basis set", "fmax_ev_per_a": 6.2, "lumo_ev": 1.22, "charge": 0, "smiles": "C[C@H]1CC12C=C2", "elements": ["C", "C", "C", "C", "C", "C", "H", "H", "H", "H", "H", "H", "H", "H"], "positions_angstrom": [[0.154, 1.659, -0.803], [-0.395, 0.200, -0.659], [0.576, -0.995, -0.770], [-0.199, -0.669, 0.502], [0.118, -0.428, 1.878], [-0.879, -1.208, 1.622], [1.144, 1.766, -0.624], [-0.537, 2.431, -0.358], [0.032, 1.787, -1.956], [-1.353, -0.027, -1.118], [0.186, -1.773, -1.333], [1.705, -0.761, -0.837], [0.950, -0.051, 2.429], [-1.503, -1.930, 2.027]], "atomic_forces_ev_per_a": [[-5.160, -1.095, -3.177], [0.193, 0.709, 0.198], [1.325, 1.767, 1.590], [1.650, 1.189, -2.866], [1.019, 0.095, 0.591], [0.054, -0.134, 1.211], [2.968, 0.339, 1.117], [1.014, -0.788, -0.112], [0.382, 0.278, 1.800], [0.047, 0.526, -0.494], [-0.163, -1.496, -1.147], [-1.994, -0.526, 0.135], [-0.156, 0.140, 0.675], [-1.178, -1.003, 0.479]]}

---

(5)
{"formula": "C2H5O4PS", "method": "ωB97M-V with the def2-TZVPD basis set", "fmax_ev_per_a": 3.9, "lumo_ev": [5.89, 5.76], "charge": -2, "s2": 2.02, "spin_multiplicity": 3, "elements": ["C", "C", "O", "O", "O", "O", "P", "S", "H", "H", "H", "H", "H"], "positions_angstrom": [[0.943, -0.535, 1.139], [-1.432, 0.179, 2.184], [-0.878, 0.704, -3.079], [-0.451, -1.250, -1.521], [1.624, 0.458, -2.324], [-0.160, 1.314, -0.751], [0.108, 0.410, -2.018], [-0.148, 0.928, 1.376], [0.972, -0.546, -0.001], [0.485, -1.461, 1.632], [1.962, -0.421, 1.449], [-0.957, -0.789, -0.872], [-2.067, 1.011, 2.784]], "atomic_forces_ev_per_a": [[-1.026, -0.505, -1.852], [-1.123, 2.895, 2.365], [-0.692, 0.328, -1.443], [1.783, 1.624, -0.849], [-1.707, -1.053, 0.200], [-0.083, -0.557, -1.559], [2.014, 0.570, 0.112], [0.374, -1.826, 1.613], [0.218, -0.879, 1.712], [0.512, 1.441, -0.898], [0.508, 0.447, 0.607], [-1.407, -0.316, 1.364], [0.627, -2.170, -1.372]]}

---

(6)
{"formula": "C5H11NO2", "method": "ωB97M-V with the def2-TZVPD basis set", "fmax_ev_per_a": 1.9, "lumo_ev": -4.02, "charge": 0, "elements": ["O", "C", "N", "C", "C", "C", "O", "C", "H", "H", "H", "H", "H", "H", "H", "H", "H", "H", "H"], "positions_angstrom": [[2.318, 1.274, 0.791], [2.151, 0.343, 0.023], [2.036, -0.964, 0.585], [0.978, -1.830, 0.135], [-1.709, 0.605, 0.721], [-2.824, 1.224, -0.156], [-1.591, -0.714, 0.524], [2.130, 0.324, -1.391], [1.910, -0.818, 1.581], [0.007, -1.282, 0.256], [0.976, -2.702, 0.781], [-0.813, 1.153, 0.374], [-2.521, 0.905, -1.160], [-3.792, 0.774, 0.031], [-2.833, 2.308, -0.137], [-1.889, 0.917, 1.762], [2.469, 1.194, -1.928], [1.071, -2.105, -0.910], [1.926, -0.607, -1.884]], "atomic_forces_ev_per_a": [[-0.089, 0.877, -0.174], [0.363, -1.261, 0.298], [-1.726, 0.689, -0.580], [0.999, -0.203, 0.463], [-0.716, 1.282, 0.161], [0.785, -0.853, -0.971], [0.751, -0.739, -0.242], [0.677, 0.112, 0.350], [0.686, -0.159, 0.343], [-1.074, 0.114, 0.189], [-0.172, -0.206, -0.143], [0.288, 0.039, 0.314], [-0.371, 0.243, -0.176], [-0.161, 0.130, 0.282], [-0.122, 0.122, 0.269], [0.327, -0.300, 0.213], [-0.333, 0.125, -0.164], [-0.114, -0.062, -0.088], [0.003, 0.049, -0.345]]}